C27H58N2O10P | the ωB97M-V functional and the def2-TZVPD basis

Geometry as XYZ:
```
98
Properties=species:S:1:pos:R:3:forces:R:3
C 3.59085 2.04076 2.91606 0.0 0.1 0.2
O 2.25340 2.49187 2.84837 0.2 -0.5 0.2
C 2.10626 3.85809 3.18297 -0.3 0.2 -0.6
C 0.62600 4.11326 3.42948 0.1 0.1 0.0
C -0.26550 3.65247 2.26779 0.1 -0.3 0.1
C -0.23544 4.47734 0.97148 0.1 0.1 -0.1
C 0.63792 3.90072 -0.16445 0.1 -0.1 0.1
C 0.32082 2.43961 -0.48812 -0.2 -0.1 -0.1
N 1.44047 1.74628 -1.18464 -0.1 0.1 0.1
C 2.00553 2.38991 -2.40160 -0.3 0.2 0.1
O 2.58980 1.34277 -3.14162 0.1 0.0 0.1
C 2.37711 0.08194 -2.46883 -0.3 0.1 0.2
C 2.28684 -1.02632 -3.49421 0.1 -0.1 0.1
P 3.80459 -0.14728 -1.29897 0.0 -0.1 -0.1
N 3.81458 1.03004 -0.22873 -0.3 -0.1 -0.1
C 1.10768 0.37621 -1.66431 0.1 0.0 -0.1
H 3.61364 1.00803 2.55908 0.0 0.1 0.2
H 4.25563 2.65047 2.29234 0.0 -0.1 0.0
H 3.95531 2.06087 3.95135 0.0 0.0 -0.1
H 2.46357 4.44030 2.31942 0.0 0.2 0.1
H 2.71662 4.15640 4.04353 -0.1 -0.2 0.1
H 0.31687 3.54784 4.31400 0.1 0.1 0.0
H 0.50292 5.17597 3.66730 -0.1 -0.1 -0.1
H -1.29387 3.55783 2.62734 0.1 0.2 0.0
H 0.05526 2.62961 2.05051 -0.2 0.1 0.2
H -1.25226 4.60223 0.58665 0.1 0.0 0.1
H 0.13436 5.48608 1.19084 -0.1 -0.1 -0.1
H 0.49669 4.51013 -1.06333 0.1 0.0 0.1
H 1.69591 3.98058 0.11560 -0.1 -0.1 0.0
H -0.55781 2.29993 -1.12394 0.0 0.3 0.1
H 0.17038 1.85980 0.42603 0.0 0.1 -0.2
H 2.29755 1.62246 -0.54086 0.0 0.0 0.0
H 2.75592 3.11842 -2.08732 -0.1 0.0 -0.1
H 1.18511 2.85799 -2.95505 0.1 -0.1 -0.1
H 3.17619 -1.01748 -4.12929 -0.1 0.0 0.0
H 1.40777 -0.88737 -4.12694 0.1 0.0 0.0
H 2.22796 -2.00283 -3.00325 0.0 0.1 0.0
H 4.85509 -0.17170 -2.22696 0.1 0.0 0.0
H 3.74511 -1.44791 -0.78312 0.0 0.0 -0.1
H 3.89771 0.68135 0.71631 0.3 0.1 0.0
H 0.23650 0.45349 -2.31946 0.1 -0.1 0.0
H 0.88827 -0.29186 -0.82826 0.2 0.0 -0.2
O -1.74104 1.78735 -2.97123 0.1 0.0 -0.2
C -2.32732 0.73857 -3.10709 0.0 0.0 0.1
O -2.35173 -0.08625 -2.04699 -0.1 0.0 0.0
C -3.14871 -1.29057 -2.01608 -0.1 -0.1 0.0
C -2.44249 -2.46057 -2.66251 0.1 0.0 0.0
C -2.96070 0.33102 -4.40910 -0.1 0.1 0.1
H -4.12985 -1.09895 -2.44993 0.0 0.0 0.0
H -3.29884 -1.47238 -0.95364 0.0 0.0 0.0
H -2.27387 -2.29608 -3.72683 0.0 0.0 0.0
H -3.04885 -3.35943 -2.55300 0.0 0.0 0.0
H -1.48030 -2.63686 -2.17990 0.0 0.0 0.0
H -2.18817 -0.12263 -5.03180 0.0 0.0 0.0
H -3.30985 1.23052 -4.90861 0.0 0.0 0.0
H -3.78244 -0.37078 -4.30785 0.0 0.0 0.0
O 0.89032 -2.07637 0.41167 0.0 -0.1 -0.2
C 0.86726 -1.73343 1.56771 -0.1 -0.1 0.3
O 0.76512 -2.67468 2.51477 0.1 0.0 -0.2
C 0.84113 -2.37622 3.92094 0.0 0.0 0.1
C -0.48866 -1.92433 4.48125 0.0 0.0 -0.1
C 0.88873 -0.27384 1.94552 0.1 0.0 0.1
H 1.63431 -1.65323 4.11134 0.0 0.0 0.0
H 1.14846 -3.31905 4.36860 0.0 0.0 0.0
H -0.81646 -0.98421 4.03647 0.0 0.0 0.0
H -0.40468 -1.77875 5.55817 0.0 0.0 0.0
H -1.25157 -2.67914 4.29375 0.0 0.0 0.0
H -0.13214 0.10403 1.86539 0.0 0.0 0.0
H 1.50386 0.25054 1.21653 0.0 0.0 0.1
H 1.25310 -0.04517 2.94152 0.0 0.0 0.0
O -8.18107 0.29681 -1.77341 -0.1 0.0 0.0
C -7.45003 1.10471 -1.27948 0.1 -0.1 0.0
O -6.14567 1.09050 -1.66400 0.0 0.0 0.0
C -5.18039 2.04322 -1.21284 0.1 0.0 0.0
C -4.57003 1.64837 0.11515 0.0 -0.1 0.0
C -7.90347 2.07511 -0.21706 0.0 0.0 -0.1
H -5.58954 3.05322 -1.18932 -0.1 0.0 0.0
H -4.42322 2.02917 -1.99622 0.0 0.1 0.1
H -5.30234 1.65986 0.92300 0.0 0.1 0.0
H -3.76236 2.33376 0.37662 0.0 0.0 0.0
H -4.16263 0.63983 0.04532 0.0 0.0 0.0
H -7.85464 1.56448 0.74559 0.0 0.0 0.0
H -8.94366 2.31727 -0.41466 0.0 0.0 0.0
H -7.32099 2.98874 -0.15263 0.0 0.0 0.0
O 4.27420 -3.41198 -0.93157 -0.1 -0.2 -0.1
C 3.70387 -4.41061 -0.55026 0.1 0.2 -0.1
O 3.51173 -4.55274 0.75894 -0.1 0.0 0.2
C 2.73656 -5.62250 1.33425 0.0 0.0 -0.1
C 3.55807 -6.87915 1.51122 0.0 0.0 0.1
C 3.26808 -5.48671 -1.51100 0.0 0.0 0.0
H 1.83904 -5.79245 0.74113 0.0 0.0 0.0
H 2.41452 -5.21392 2.28746 0.0 0.0 0.1
H 3.89477 -7.28753 0.55801 0.0 0.0 0.0
H 2.95840 -7.63969 2.01200 0.0 0.0 0.0
H 4.43457 -6.67301 2.12486 0.0 0.0 0.0
H 4.12291 -6.14168 -1.68471 0.0 0.0 0.0
H 3.01266 -5.01798 -2.45724 0.0 0.0 0.0
H 2.43874 -6.09249 -1.16140 0.0 0.0 0.0
```
Forces are in eV/Å.

HOMO level in hartree: -0.439
LUMO level in eV: -1.66
Charge: +1
DFT total energy in Eh: -2266.61561
Multiplicity: 1
HOMO-LUMO gap in eV: 10.29
Relative energy (zero: lowest compared OMol25 entry of this formula, charge and spin) in kcal per mole: 0.0